[1]
Below is a structure of composition C25H39AsCl2NO4PS5W, with properties calculated with ωB97M-V/def2-TZVPD.

Last column: Mulliken charge in e.
Element x y z (Å)
1 W 2.16668 2.59392 0.93125  0.571
2 S 1.55514 3.63566 4.66489  -0.603
3 As 1.59189 2.05901 3.21280  0.372
4 S 0.32767 3.91864 0.83909  -0.482
5 S 3.71748 1.58786 2.51479  -0.441
6 S 0.90384 0.44780 4.48261  -0.583
7 O 0.19130 0.48082 0.98660  0.487
8 P -0.90546 -0.51668 0.86592  -0.252
9 C -0.66003 -1.71833 2.27588  0.410
10 C -1.79695 -2.64427 2.69215  -1.224
11 C -1.79642 -3.97638 1.95186  -0.390
12 C -0.45762 -4.67860 2.14132  -1.165
13 C 0.67033 -3.80127 1.61012  0.184
14 C 0.69006 -2.42832 2.27331  -0.912
15 C -0.93475 -0.95784 -0.97264  1.142
16 C 0.47230 -0.97839 -1.57674  -0.474
17 C 1.08216 -2.34406 -1.85577  -0.956
18 C 0.09908 -3.21442 -2.62849  -1.081
19 C -1.17304 -3.38526 -1.80835  -0.661
20 C -1.85142 -2.04277 -1.54128  -0.699
21 C -2.51995 0.30250 1.41204  0.064
22 C -2.36239 1.81706 1.52521  -0.796
23 C -2.58149 2.53777 0.20516  0.239
24 C -3.95477 2.21011 -0.36269  -1.354
25 C -4.06288 0.70768 -0.59164  -0.235
26 C -3.83532 -0.05281 0.71321  -1.447
27 H -0.55627 -0.93046 3.04986  -0.298
28 H -2.76398 -2.15743 2.55717  0.299
29 H -1.66990 -2.83685 3.76053  0.557
30 H -1.97624 -3.79689 0.89082  0.069
31 H -2.60848 -4.61105 2.32434  0.377
32 H -0.46048 -5.63829 1.61401  0.457
33 H -0.30032 -4.87903 3.20346  0.439
34 H 0.53310 -3.68396 0.53692  -0.448
35 H 1.63203 -4.29667 1.76879  0.370
36 H 1.41828 -1.77931 1.78080  0.239
37 H 1.00101 -2.52380 3.31581  0.558
38 H -1.34469 0.01593 -1.27945  -0.130
39 H 1.13258 -0.41660 -0.91253  -0.563
40 H 0.43328 -0.43813 -2.52603  0.811
41 H 1.37032 -2.83752 -0.92813  0.217
42 H 1.99486 -2.19033 -2.43672  0.423
43 H 0.54150 -4.19212 -2.84143  0.501
44 H -0.13487 -2.73589 -3.58320  0.394
45 H -0.91357 -3.86921 -0.86809  0.009
46 H -1.87889 -4.03855 -2.33415  0.521
47 H -2.70857 -2.20227 -0.88368  0.070
48 H -2.23646 -1.67768 -2.49997  0.594
49 H -2.58145 -0.06163 2.44541  0.791
50 H -1.36106 2.04971 1.90600  -0.103
51 H -3.07616 2.18825 2.26729  0.650
52 H -1.80141 2.24199 -0.49805  -0.392
53 H -2.47269 3.60949 0.36990  0.543
54 H -4.11178 2.74386 -1.30299  0.464
55 H -4.72750 2.53279 0.34143  0.377
56 H -3.31696 0.41526 -1.32902  0.065
57 H -5.04969 0.45206 -0.99540  0.405
58 H -3.89465 -1.12857 0.53078  0.293
59 H -4.65196 0.20462 1.39797  0.586
60 Cl 0.62931 2.40757 -2.05724  -0.159
61 C 2.04122 1.56143 -2.62320  0.942
62 C 2.29161 1.36367 -3.94957  -0.404
63 C 3.48197 0.74906 -4.33780  -0.510
64 C 4.42848 0.41533 -3.36412  -0.489
65 C 4.16482 0.62766 -2.04032  0.107
66 Cl 5.34870 0.27256 -0.81791  -0.230
67 C 2.92648 1.16002 -1.56204  -0.604
68 N 2.58765 1.26836 -0.30817  -0.002
69 H 1.57300 1.69313 -4.68641  0.439
70 H 3.68837 0.57082 -5.38149  0.359
71 H 5.37730 -0.01090 -3.65975  0.402
72 C 2.36598 6.34534 0.08642  -0.695
73 S 3.46521 4.94578 0.40298  0.943
74 O 4.79940 5.44420 0.22806  -0.637
75 O 3.18142 4.40999 1.74009  -0.578
76 O 3.09046 3.88780 -0.55721  -0.521
77 H 2.59954 7.10120 0.82571  0.333
78 H 1.33336 6.00485 0.17321  0.147
79 H 2.59134 6.69097 -0.91427  0.297

**Energy above the lowest of the compared OMol25 structures with the same formula, charge and spin**: 3.935 eV
**HOMO**: -0.77 eV
**Multiplicity**: 1
**Kohn-Sham gap**: 4.89 eV
**Total charge**: -2



[2]
Below is a structure of composition C25H39Cl2O4PReS, with properties calculated with ωB97M-V/def2-TZVPD.

Last column: Mulliken charge in e.
Element x y z (Å)
1 P -0.39359 -0.08990 0.55104  0.019
2 C -1.47845 -0.59104 -0.87122  -0.164
3 C -2.52046 0.46006 -1.29123  -0.325
4 C -3.50553 -0.13816 -2.30762  -1.018
5 C -2.77143 -0.70976 -3.52660  -0.741
6 C -1.71767 -1.73910 -3.09898  -0.943
7 C -0.72546 -1.14081 -2.09294  0.255
8 C 0.50012 1.49250 0.13418  0.435
9 C -0.31660 2.79701 0.11506  -0.284
10 C 0.62340 4.00217 -0.05513  -0.918
11 C 1.48859 3.87979 -1.31553  -0.831
12 C 2.26574 2.55828 -1.32073  -0.772
13 C 1.31466 1.36544 -1.16535  0.198
14 C -1.63807 0.44687 1.82420  -0.309
15 C -2.69076 -0.61385 2.18398  -0.530
16 C -3.74656 0.00682 3.11183  -0.768
17 C -3.11686 0.60600 4.37536  -0.709
18 C -1.98475 1.58542 4.04011  -0.828
19 C -0.94936 0.94401 3.10779  -0.731
20 H -2.00553 -1.45350 -0.44059  0.751
21 H -2.01213 1.32004 -1.74588  0.125
22 H -3.06886 0.83630 -0.42069  0.155
23 H -4.22923 0.62570 -2.61835  0.402
24 H -4.07604 -0.94083 -1.81930  0.400
25 H -3.48844 -1.16151 -4.22299  0.437
26 H -2.27707 0.11138 -4.06631  0.302
27 H -2.21459 -2.60134 -2.63360  0.381
28 H -1.17581 -2.11616 -3.97515  0.426
29 H -0.02631 -1.91135 -1.76072  -0.565
30 H -0.14518 -0.34938 -2.57886  0.079
31 H 1.21784 1.55842 0.96445  0.708
32 H 1.27666 4.06370 0.82642  0.384
33 H -0.88408 2.91792 1.04263  0.060
34 H -1.04222 2.77783 -0.70811  0.085
35 H 0.03601 4.92841 -0.08293  0.405
36 H 2.17663 4.73116 -1.38637  0.430
37 H 0.84064 3.91948 -2.20341  0.315
38 H 2.84480 2.45458 -2.24640  0.363
39 H 2.98497 2.54958 -0.49076  0.378
40 H 1.87818 0.43007 -1.17410  -0.782
41 H 0.63090 1.34235 -2.02396  0.178
42 H -2.16902 1.29680 1.37235  0.584
43 H -3.18107 -1.00493 1.28740  0.200
44 H -2.20004 -1.46552 2.66916  0.337
45 H -4.28151 0.79372 2.55992  0.323
46 H -4.49204 -0.75011 3.38536  0.400
47 H -2.70434 -0.20961 4.97987  0.330
48 H -3.88431 1.10238 4.98257  0.393
49 H -1.49409 1.92843 4.95907  0.386
50 H -2.40245 2.47764 3.55068  0.324
51 H -0.14420 1.64910 2.87921  0.382
52 H -0.47015 0.09448 3.61130  0.292
53 Re 1.00440 -1.82880 1.46178  0.436
54 Cl 2.37391 -0.12923 2.46543  -0.580
55 Cl -0.71345 -3.40027 0.82545  -0.421
56 C 1.85012 -2.23278 -0.12554  -0.740
57 H 1.40134 -3.08672 -0.65553  0.923
58 C 4.94138 -0.64926 -2.61125  -0.466
59 C 3.99742 -1.54984 -3.10727  -0.762
60 C 3.01774 -2.05992 -2.26151  -0.275
61 C 2.93831 -1.65859 -0.91091  -0.106
62 C 3.89419 -0.74304 -0.43055  0.277
63 C 4.88730 -0.25544 -1.27028  -0.738
64 H 5.71348 -0.25325 -3.26570  0.298
65 H 4.03069 -1.85905 -4.14838  0.358
66 H 2.28919 -2.77356 -2.63612  0.360
67 H 3.83120 -0.42172 0.60324  0.365
68 H 5.62049 0.44678 -0.88270  0.384
69 O 2.49215 -4.80747 0.94833  -0.613
70 S 2.06781 -4.50544 2.39210  1.033
71 O 3.17074 -5.17699 3.22284  -0.721
72 O 2.13791 -2.81658 2.73996  -0.716
73 O 0.59873 -5.30580 2.77651  -0.701

**HOMO (spin up / spin down)**: 0.79 / -1.63 eV
**Multiplicity**: 4
**<S²>**: 3.782
**Kohn-Sham gap (spin up / spin down)**: 3.36 / 5.78 eV
**Total charge**: -2



[3]
Below is a structure of composition C25H39FKN7O3SSi, with properties calculated with ωB97M-V/def2-TZVPD.

Last column: Mulliken charge in e.
Element x y z (Å)
1 K -0.29155 -0.99013 0.13136  1.324
2 C -3.36091 3.06008 -0.51905  -0.777
3 N -3.20483 2.43780 0.78477  0.361
4 C -3.73174 3.15830 1.93436  -1.118
5 C -2.45845 1.31670 0.90498  0.221
6 O -1.97902 0.72231 -0.04836  -0.107
7 C -2.27888 0.77655 2.33513  -1.242
8 O -1.26843 -0.19397 2.43807  -0.496
9 C 0.03587 0.33674 2.70557  -0.540
10 C 0.92316 -0.85904 3.05778  0.104
11 O 0.94369 -1.81707 2.30024  -0.615
12 N 1.66871 -0.80025 4.18651  0.200
13 C 1.79506 0.38673 5.01927  -1.044
14 C 2.50159 -1.94399 4.52415  -1.155
15 H -4.41136 3.07044 -0.81789  0.388
16 H -2.78691 2.49751 -1.24762  -0.091
17 H -2.99180 4.08719 -0.48412  0.388
18 H -4.52867 3.81472 1.58908  0.385
19 H -2.97127 3.77423 2.42148  0.307
20 H -4.16822 2.48189 2.66659  0.387
21 H -3.21608 0.29036 2.61928  0.437
22 H -2.10437 1.59339 3.04083  0.536
23 H -0.04399 1.06977 3.50790  0.984
24 H 0.47307 0.80881 1.81510  -0.136
25 H 1.85077 1.29995 4.43020  0.390
26 H 2.73134 0.31416 5.56960  0.402
27 H 0.98354 0.47404 5.74570  0.262
28 H 2.17230 -2.80805 3.95773  0.354
29 H 2.41521 -2.15008 5.59220  0.416
30 H 3.55128 -1.74955 4.28883  0.349
31 C -3.10052 -3.74867 -3.47263  -1.882
32 C -2.42277 -2.79428 -2.53356  -0.063
33 N -1.69666 -3.15147 -1.54134  0.136
34 N -1.46769 -4.50679 -1.45657  -0.351
35 C -0.83364 -5.04409 -0.35721  0.384
36 N -0.24185 -6.23471 -0.66422  -0.516
37 S -0.86398 -4.39639 1.15387  -0.341
38 C -2.44047 -1.32427 -2.84404  1.204
39 C -3.58495 -0.67796 -3.29044  -0.852
40 C -3.48639 0.64981 -3.67264  -0.337
41 C -2.25752 1.28175 -3.58768  -0.896
42 C -1.17705 0.56494 -3.09311  -0.003
43 N -1.25813 -0.71840 -2.74366  -0.082
44 H -3.54980 -4.58477 -2.93439  0.405
45 H -3.87352 -3.24688 -4.05042  0.422
46 H -2.38325 -4.15403 -4.19642  0.386
47 H -1.50161 -5.05122 -2.30457  0.288
48 H 0.16145 -6.35827 -1.57860  0.212
49 H 0.24609 -6.67003 0.10027  0.249
50 H -4.53023 -1.20325 -3.34376  0.416
51 H -4.35848 1.18031 -4.03451  0.441
52 H -2.13371 2.31337 -3.89015  0.396
53 H -0.20319 1.02728 -2.96350  0.443
54 C 2.56547 3.54991 -1.46859  -1.135
55 Si 1.95021 2.47126 -0.06415  0.060
56 C 0.25299 3.18718 0.34554  -0.571
57 C 3.03847 2.82993 1.43278  -1.109
58 N 1.80023 0.83003 -0.42086  0.244
59 C 2.78763 0.05866 -0.96099  0.475
60 C 4.13681 0.45663 -1.17373  -0.345
61 C 5.10491 -0.35212 -1.75404  -0.998
62 C 4.80623 -1.64329 -2.16797  -0.490
63 C 3.50739 -2.10044 -1.96386  -0.831
64 C 2.57612 -1.27876 -1.37983  0.001
65 F 1.32667 -1.81356 -1.19823  0.172
66 H 2.49308 4.60419 -1.17801  0.356
67 H 1.95746 3.40345 -2.36756  0.276
68 H 3.60260 3.34732 -1.74119  0.331
69 H 0.31264 4.28065 0.38969  0.475
70 H -0.14431 2.84672 1.30862  0.176
71 H -0.46196 2.90318 -0.43258  -0.227
72 H 2.73927 3.75805 1.93265  0.364
73 H 4.09070 2.93092 1.14983  0.329
74 H 2.97823 2.01042 2.15785  0.163
75 H 4.42232 1.45244 -0.85265  0.199
76 H 6.10856 0.03801 -1.87845  0.393
77 H 5.55390 -2.27989 -2.62156  0.369
78 H 3.20313 -3.10242 -2.24310  0.393

**HOMO**: -5.76 eV
**Multiplicity**: 1
**Kohn-Sham gap**: 5.93 eV